# 1
{"formula": "C4H10OS", "method": "the ωB97M-V functional and the def2-TZVPD basis", "symbols": ["C", "S", "C", "H", "H", "H", "H", "H", "H", "O", "C", "C", "H", "H", "H", "H"], "coordinates": [[-0.81767, 2.83473, 0.76944], [-1.00899, 1.32950, 1.76304], [0.20221, 1.38701, 3.08700], [-1.72757, 3.41071, 0.73096], [-0.47028, 2.54302, -0.23016], [0.07253, 3.46765, 0.98892], [0.12532, 0.49160, 3.69367], [1.20110, 1.28165, 2.63814], [0.18625, 2.23946, 3.74394], [0.51928, -1.34993, -3.65696], [0.45044, -1.84549, -2.56042], [0.33652, -3.31243, -2.36220], [0.34784, -1.21281, -1.65900], [-0.18068, -3.60831, -1.42559], [1.22877, -3.92337, -2.52960], [-0.46508, -3.73298, -2.99119]], "forces_ev_per_angstrom": [[2.0021, 0.0619, -0.5703], [-0.5657, -0.0869, 0.1138], [1.3161, -0.2780, -0.6359], [-0.1367, 0.1668, 0.0445], [-0.8235, -0.2458, -0.0704], [-0.8224, -0.2602, 0.8385], [-0.5427, -0.1757, 0.0193], [-0.1494, 0.3568, 0.1789], [-0.2715, 0.4474, 0.0657], [0.2703, 0.1141, 0.2359], [-0.4941, 0.2404, -0.4039], [-1.7064, -1.8050, 0.6185], [0.2387, 0.0591, -0.0093], [1.1173, 0.5564, 0.2623], [-0.0202, 0.3940, 0.1117], [0.5882, 0.4547, -0.7992]], "nbo_charge": [-0.765, 0.175, -0.750, 0.226, 0.226, 0.231, 0.234, 0.210, 0.216, -0.510, 0.430, -0.748, 0.110, 0.223, 0.248, 0.244], "smiles": "CC=O.CSC", "homo_energy_ev": -8.55, "gap_ha": 0.3446, "charge": 0, "lumo_energy_ev": 0.8, "relative_energy_ev": 1.193, "total_energy_ha": -631.7808}

=====

# 2
{"formula": "C4H10OS", "method": "the ωB97M-V functional and the def2-TZVPD basis", "symbols": ["C", "C", "C", "C", "H", "H", "H", "H", "H", "H", "H", "H", "H", "H", "O", "S"], "coordinates": [[-0.94118, 0.11159, -2.28670], [0.76169, 0.13487, -0.76807], [0.00631, 0.34619, 0.58279], [0.32528, -0.64228, 1.71919], [-1.34695, -0.73527, -1.67464], [-0.53252, -0.28973, -3.19697], [-1.77759, 0.78815, -2.56802], [0.88622, -0.97404, -0.95981], [1.78214, 0.56503, -0.95661], [0.20912, 1.41037, 0.89685], [-1.09678, 0.27410, 0.33261], [1.37985, -0.58015, 1.86086], [0.04315, -1.61912, 1.44993], [0.77471, 0.37869, 3.89424], [-0.06136, 0.85950, -1.63443], [-0.41209, -0.02789, 3.30878]], "forces_ev_per_angstrom": [[-3.2424, -1.0094, -1.1672], [0.4881, -0.3482, 0.9140], [0.0504, 0.4673, 0.1072], [0.1049, 2.7418, -0.0023], [0.1072, 0.5143, -0.3542], [0.2252, -0.5198, -0.6496], [0.2016, -0.6365, 0.0425], [-0.5249, 0.9855, -0.3554], [-0.7392, -0.2728, 1.1188], [-0.3537, -1.1311, -0.1318], [1.2269, 0.1532, 0.2511], [0.8477, -0.4197, 0.2511], [-0.5089, -1.2807, 0.0727], [-0.9415, -0.3510, -0.5246], [2.1471, 1.3714, 0.3689], [0.9116, -0.2642, 0.0587]], "nbo_charge": [-0.235, -0.078, -0.426, -0.499, 0.152, 0.161, 0.185, 0.164, 0.197, 0.220, 0.209, 0.212, 0.212, 0.134, -0.536, -0.071], "smiles": "COCCCS", "homo_energy_ev": -9.00, "gap_ha": 0.3640, "charge": 0, "lumo_energy_ev": 0.9, "relative_energy_ev": 1.435, "total_energy_ha": -631.7720}

=====

# 3
{"formula": "C4H10OS2", "method": "the ωB97M-V functional and the def2-TZVPD basis", "symbols": ["C", "C", "O", "C", "S", "S", "C", "H", "H", "H", "H", "H", "H", "H", "H", "H", "H"], "coordinates": [[-1.90820, 0.17235, -0.14402], [-2.88801, 1.10713, -0.55082], [-3.52058, -1.82880, -2.07493], [-2.14552, -1.08007, 0.50101], [2.20094, 0.64766, 0.57320], [4.16360, 0.56543, -0.19902], [5.29124, 0.89381, 1.21129], [-3.13683, -1.10538, 0.97764], [-0.82489, 0.53259, -0.40436], [-2.54189, 1.87997, -1.25118], [-3.83585, 1.17378, -0.24659], [-3.02207, -2.57607, -2.35593], [-3.07683, -1.75718, -1.17939], [-1.24767, -1.65177, 0.84944], [5.34435, 0.05319, 1.97834], [6.27754, 1.16402, 0.66219], [4.87066, 1.80934, 1.65311]], "forces_ev_per_angstrom": [[0.9733, 0.3832, -0.3603], [4.9097, -0.4963, -1.0842], [0.2994, 0.3757, 1.7744], [0.9748, 2.4609, 0.3194], [0.6794, -0.0230, -0.0648], [-0.4176, -0.2849, 0.2252], [0.3432, 0.2242, -0.6615], [0.4411, -0.7813, -0.2117], [-1.9154, -1.3054, 0.3340], [-0.2176, -0.2119, 0.5303], [-3.6733, -0.2910, 1.1079], [0.4072, -1.0934, -1.0843], [-0.8273, 0.6242, -0.9737], [-1.2402, 0.3607, -0.3377], [0.1450, 1.0600, -1.0863], [-1.3083, -0.6796, 1.3217], [0.4267, -0.3221, 0.2516]], "mulliken_spin": [-0.164, 0.530, 0.018, 0.578, 0.001, 0.000, 0.000, -0.005, -0.006, 0.018, 0.020, -0.005, 0.000, 0.016, 0.000, 0.000, 0.000], "multiplicity": 2, "homo_energy_ev": [-2.30, -2.29], "gap_ha": [0.2049, 0.1511], "charge": -1, "lumo_energy_ev": [3.3, 1.8], "relative_energy_ev": 2.027, "total_energy_ha": -1029.9547}

=====

# 4
{"formula": "C4H10OSSi", "method": "the ωB97M-V functional and the def2-TZVPD basis", "symbols": ["C", "C", "C", "C", "O", "Si", "S", "H", "H", "H", "H", "H", "H", "H", "H", "H", "H"], "coordinates": [[-1.04148, 1.02429, 0.48786], [-0.09906, -1.61177, -0.52741], [0.42999, 0.67661, 1.06733], [2.60147, 0.71123, -0.85586], [2.33864, -1.08724, 0.92647], [-1.66330, -0.79761, 0.04696], [1.50930, -0.37423, -0.05211], [-1.61427, 1.49000, 1.32482], [-1.10692, 1.75861, -0.44340], [0.22227, -2.44318, 0.07002], [0.14262, -1.67894, -1.58815], [0.89662, 1.62404, 1.29321], [0.22473, 0.11101, 2.00056], [2.03357, 1.02707, -1.82559], [3.62302, 0.19252, -1.11431], [-2.13765, -1.42512, 1.29708], [-2.72012, -0.72844, -1.08661]], "forces_ev_per_angstrom": [[0.4905, -0.4275, -0.9987], [2.0838, 1.5154, -0.4852], [-2.2031, 0.9911, -1.2588], [-1.0728, -1.0228, -2.6820], [-0.3739, -1.0155, -0.2879], [-0.6087, 1.9818, -0.7498], [0.1983, 1.1644, 3.0386], [0.3252, -0.4106, -0.6930], [0.5198, -1.5531, 1.9609], [0.2132, -0.6157, -0.0497], [-0.5484, -0.5696, 0.0417], [0.7471, -0.1056, 0.0153], [0.6748, -0.0799, -0.6730], [1.1866, -0.0414, 1.4662], [-2.2364, 0.5778, 0.5446], [-0.0758, -0.1183, -0.1266], [0.6797, -0.2704, 0.9374]], "nbo_charge": [-0.829, -1.014, -0.613, -0.911, -0.956, 1.075, 1.621, 0.245, 0.242, 0.265, 0.252, 0.251, 0.240, 0.189, 0.245, -0.155, -0.146], "smiles": "C=[S@@]1(=O)CC[SiH2]C1", "homo_energy_ev": -8.32, "gap_ha": 0.3037, "charge": 0, "lumo_energy_ev": -0.1, "relative_energy_ev": 5.613, "total_energy_ha": -921.1461}